This record from the OMol25 dataset describes a 3-piece molecular cluster, C7H17NO overall. The level of theory is wB97M-V/def2-TZVPD.

Cartesian coordinates (Å):
O1 1.295 -2.189 0.353
N1 -0.916 -2.503 0.937
C1 1.754 2.842 0.157
C2 -0.053 0.454 -0.843
C3 -1.507 0.647 1.217
C4 -0.187 -2.516 -1.453
C5 -0.023 -1.990 -0.054
C6 0.408 2.729 -0.489
C7 -0.221 0.390 0.504
H1 -0.419 3.215 0.021
H2 -1.688 -0.144 1.950
H3 -0.833 -3.521 1.037
H4 1.687 2.767 1.247
H5 2.432 2.046 -0.179
H6 1.319 -2.025 1.306
H7 -2.350 0.701 0.526
H8 -1.880 -2.286 0.714
H9 -1.193 -2.315 -1.826
H10 -1.454 1.586 1.772
H11 2.265 3.791 -0.065
H12 0.541 -2.075 -2.136
H13 0.381 2.899 -1.563
H14 -0.914 0.482 -1.500
H15 0.670 0.373 1.124
H16 0.917 0.249 -1.276
H17 -0.029 -3.608 -1.481

Output
relative energy (zero: lowest compared OMol25 entry of this formula, charge and spin)	572.4	kJ/mol
2S+1	1
net charge	0
gap between HOMO and LUMO (alpha / beta)	7.16 / 7.20	eV

Here are the natural (NBO) charges for atoms 1 to 6, given in e: atom 1 (O): -0.739, atom 2 (N): -0.907, atom 3 (C): -0.671, atom 4 (C): -0.330, atom 5 (C): -0.669, atom 6 (C): -0.694

This record from the OMol25 dataset describes C7H17NO in the gas phase. The level of theory is wB97M-V/def2-TZVPD.

Cartesian coordinates (Å):
O1 -1.254 -2.597 -1.196
N1 -2.770 -0.827 -1.350
C1 0.464 -0.338 -0.294
C2 -0.816 -0.294 0.382
C3 1.242 1.321 1.918
C4 0.686 2.498 -0.246
C5 -1.879 -1.546 -0.494
C6 1.233 1.240 0.402
C7 1.372 -1.508 0.029
H1 0.409 -0.146 -1.367
H2 -0.344 2.700 0.065
H3 -3.414 -1.464 -1.817
H4 1.074 -2.402 -0.523
H5 1.357 -1.746 1.096
H6 0.250 1.559 2.318
H7 -0.882 -2.220 -2.004
H8 -0.782 -0.646 1.414
H9 0.707 2.428 -1.339
H10 1.584 0.386 2.370
H11 1.923 2.108 2.272
H12 -2.278 -0.294 -2.057
H13 1.281 3.381 0.024
H14 -2.434 -2.009 0.324
H15 2.405 -1.291 -0.257
H16 -1.392 0.626 0.289
H17 2.255 1.081 0.044

Output
relative energy (zero: lowest compared OMol25 entry of this formula, charge and spin)	239.1	kJ/mol
2S+1	1
net charge	0
SMILES	CC(C)[C@@H](C)C[C@@H](N)O
gap between HOMO and LUMO	9.35	eV

Here are the natural (NBO) charges for atoms 1 to 6, given in e: atom 1 (O): -0.724, atom 2 (N): -0.865, atom 3 (C): -0.194, atom 4 (C): -0.421, atom 5 (C): -0.638, atom 6 (C): -0.632

This record from the OMol25 dataset describes C7H17NO as an isolated structure. The level of theory is wB97M-V/def2-TZVPD.

Cartesian coordinates (Å):
O1 -1.726 2.484 -0.547
N1 0.656 1.171 0.255
C1 -1.974 1.393 -1.254
C2 0.294 -0.271 0.191
C3 -1.873 -1.720 0.303
C4 0.957 -1.053 1.348
C5 2.039 1.534 -0.040
C6 0.765 -0.866 -1.139
C7 -1.238 -0.341 0.347
H1 2.792 0.968 0.525
H2 -1.985 0.269 -0.491
H3 -1.705 -2.210 -0.656
H4 -1.144 1.144 -1.938
H5 0.753 -2.120 1.272
H6 -0.762 2.650 -0.474
H7 1.853 -0.899 -1.189
H8 2.239 1.403 -1.103
H9 -2.951 -1.637 0.444
H10 2.040 -0.927 1.331
H11 0.585 -0.701 2.312
H12 2.173 2.591 0.192
H13 0.426 1.497 1.190
H14 -1.526 0.189 1.260
H15 0.405 -1.887 -1.242
H16 0.397 -0.285 -1.983
H17 -1.489 -2.374 1.088

Output
relative energy (zero: lowest compared OMol25 entry of this formula, charge and spin)	448.8	kJ/mol
2S+1	1
net charge	0
gap between HOMO and LUMO	8.34	eV

Here are the natural (NBO) charges for atoms 1 to 6, given in e: atom 1 (O): -0.666, atom 2 (N): -0.662, atom 3 (C): -0.004, atom 4 (C): 0.114, atom 5 (C): -0.626, atom 6 (C): -0.633

> 2S+1 of number 2 (C7H17NO)?

1